DFT (ωB97M-V/def2-TZVPD) results for a 14-piece molecular cluster, C56H112O28 overall at a distorted geometry.

```
196
Properties=species:S:1:pos:R:3:forces:R:3:mulliken_charge:R:1
H -0.39115 2.38463 -5.03496 -0.045 -0.004 -0.044 0.2613
H 0.06459 -0.71094 3.72366 -0.183 0.156 0.057 -0.7399
C 3.89399 5.49921 -0.11191 -0.154 -0.803 -0.758 -0.5625
H 2.50212 5.77604 -5.11005 -0.347 0.100 0.639 0.4625
H 0.93412 1.54202 -1.25541 0.410 -0.027 0.212 0.0243
H -4.20059 3.70135 7.50046 0.370 0.036 -0.171 0.3395
H -2.92588 3.98275 -2.27633 -0.334 -0.003 0.264 0.0993
C 1.82498 -0.41309 -0.46468 0.450 1.439 0.098 0.9194
H 3.90329 -2.79149 -2.08508 -0.088 -0.234 -0.120 -0.6713
C 1.80007 -5.10454 -2.51681 0.029 -0.022 -0.576 -1.8885
C 0.92543 4.99595 -3.16983 -0.077 -0.424 0.473 0.3558
H 2.26326 4.15828 -5.67075 0.605 -0.093 -0.110 0.2915
H -1.78294 3.14895 3.52114 0.206 0.670 0.140 -0.0057
H -9.34886 -3.32202 -2.13311 0.080 0.289 -0.353 0.2708
H 0.35073 3.86131 0.57827 0.087 0.163 -0.046 -0.7255
H -7.03798 6.77064 -2.48884 0.204 -0.075 0.301 0.2993
C 5.82821 -4.50077 -3.30111 0.060 0.030 -0.189 -0.6245
H 1.25391 -5.91122 -2.03101 0.262 -0.132 0.033 0.5744
C 1.83082 -5.01288 0.54874 -0.222 0.625 0.461 1.6491
H 6.32275 -3.08042 -1.66509 -0.023 -0.088 -0.012 0.1492
H 3.10193 -3.25814 -4.45057 -0.024 -0.573 0.352 0.0554
C -0.54100 4.14996 0.01867 0.210 0.183 0.696 0.8310
H -2.06415 -4.86406 6.10901 -0.041 -0.045 -0.059 0.3412
H -4.76566 0.01746 0.84147 -0.097 -0.045 -0.203 0.5881
O -2.72269 4.85648 2.71202 0.919 1.098 -0.455 -0.5541
H -8.17673 -4.54670 -1.84336 0.363 0.014 -0.286 0.3169
H 3.35614 5.83733 -0.99931 0.146 0.543 0.147 0.2384
H 4.14769 2.37325 0.78901 0.492 -0.068 -0.068 -0.6462
O 1.87805 4.25916 -3.71487 0.832 -0.319 0.300 0.0704
H 6.05579 -1.82620 2.39744 0.175 -0.055 -0.165 0.6243
H 2.61632 -0.66613 -1.16966 -0.107 -0.368 0.014 -0.5420
H -5.26500 3.75994 1.91159 0.092 -0.780 0.426 0.4623
H -3.44436 -0.47589 -0.26108 -0.132 0.354 0.023 -0.1023
H 1.61571 -0.90554 -3.66871 0.459 0.230 -0.040 -0.9025
C -1.64735 -4.37824 2.96092 -0.140 1.017 0.316 0.2834
H 1.65210 -3.02601 -2.82342 -0.147 0.213 0.265 -1.4781
C 5.43228 -1.30151 1.67433 -0.507 -0.670 -0.251 -0.4027
H 4.88079 -0.54122 2.22584 0.210 0.336 -0.203 -0.0504
H 5.17101 1.26664 -3.92088 0.132 0.072 0.045 0.3841
H -0.91743 -1.75347 -0.22728 0.228 -0.519 0.103 -0.1445
O -1.38861 -5.15440 -2.17468 -0.089 -0.198 0.297 -0.6252
C -5.34000 4.62073 -2.58150 0.812 -0.586 0.117 0.7308
H 3.59520 -5.23195 2.88096 -0.245 -0.100 -0.085 0.3828
H 4.18377 3.54520 2.13185 0.651 -0.212 0.075 0.1879
H -3.34684 -0.74985 1.46531 0.043 -0.471 -0.018 -0.4332
C -2.96637 -0.55186 4.26596 -0.179 -0.313 0.795 0.0824
H 0.08714 -3.06081 4.83531 0.022 -0.270 -0.204 -0.1762
O 0.36337 1.27376 3.17069 -0.181 0.059 0.127 -0.6278
H -3.78039 1.82825 2.64333 -0.157 -0.089 -0.375 0.0316
H 2.21120 1.49923 -4.95861 -0.126 0.006 -0.252 0.5371
O -1.58850 -3.17864 2.78741 -0.026 -0.169 0.139 0.1969
H 5.15117 2.79750 -2.96309 0.242 -0.121 -0.117 0.1837
H -3.86842 1.11532 -2.75495 -0.594 0.039 0.108 0.4411
H 1.67502 1.96887 1.64377 -0.561 -0.127 -0.090 -0.8560
C 3.48513 -4.43673 2.14151 0.594 0.105 0.427 -0.7581
H 3.68961 4.57923 -4.59899 -0.055 -0.287 -0.080 0.2512
C 1.29976 1.09374 -4.51415 0.678 -0.616 -0.819 1.6279
H -8.30523 5.71773 -3.10089 0.296 0.051 -0.331 0.2546
H 0.15258 1.40544 -6.39158 0.304 -0.226 -0.010 0.2574
H 4.67869 -1.99745 1.29724 -0.002 -0.065 0.139 -0.3764
H 1.35477 1.37617 -3.46597 -0.741 0.460 -0.083 -1.1270
H -2.72169 -1.39948 4.90691 -0.048 0.135 0.069 0.2976
H -3.98660 -3.80879 -2.70708 0.103 0.141 -0.031 0.0955
H -0.29538 -1.42605 1.44852 -0.509 -0.116 -0.053 -1.0279
H 1.96646 -3.08198 1.45529 -0.224 -0.088 0.142 -0.5523
O 5.52454 3.98573 0.59695 0.129 -0.354 -0.192 -0.5389
H -3.18919 5.44743 0.72202 0.219 -0.041 0.103 0.0790
H -1.01457 -4.05668 0.45325 -0.392 0.355 0.571 -0.0809
O -2.18811 -3.78386 -3.77975 0.211 0.273 -0.377 -0.3459
C 4.14741 -4.82796 0.80765 -0.133 0.747 -0.119 -0.0515
H 3.92233 -3.54633 2.59577 0.273 -0.122 -0.069 0.2191
H -0.46528 -1.16303 -3.67833 -0.526 -0.248 -0.201 -0.2467
H 0.40339 0.00357 -1.96662 -0.138 0.253 -0.115 -1.3686
C 5.24754 4.89117 -0.47219 0.206 0.786 0.654 -0.0527
C -0.33486 0.27012 0.04060 -0.098 0.598 -0.301 2.3878
H -0.49142 -1.58684 -5.40292 0.039 0.157 -0.219 0.3214
H -3.95204 -2.65901 -0.28985 -0.120 -0.289 0.217 -0.1668
O 6.83839 0.80427 -1.69919 -0.342 -0.089 -0.222 -0.5993
C -1.60165 -4.95530 0.65692 0.861 0.324 -0.947 -0.5091
H -0.13063 0.93669 0.87730 0.013 -0.217 0.213 -1.5408
H -5.01758 2.19734 7.80981 0.047 -0.055 0.032 0.3251
H 0.66601 -3.57290 -1.44598 -0.176 0.128 -0.270 -0.9384
C -2.76584 3.55737 3.26390 0.380 -0.278 -0.110 -0.3126
H -4.06313 -3.91485 -4.50398 0.016 0.262 0.096 0.2952
H -2.53357 2.33250 1.49460 0.061 0.118 -0.005 -0.9298
H -4.91888 -2.68886 1.20124 0.033 0.099 0.040 0.4375
C 0.77235 0.09453 3.91863 -0.148 0.063 -0.403 0.0406
H 6.98256 -0.09569 0.85914 0.019 0.102 -0.262 0.3611
H -0.97688 3.19582 -0.28338 -0.134 0.237 -0.621 -0.3802
H 4.80594 -4.04541 0.41443 -0.046 0.109 0.125 -0.2329
C 4.66832 1.83623 -3.13999 0.056 0.271 -0.031 -0.3602
O 0.57899 4.38258 -2.03221 0.264 -0.204 -0.457 0.2883
H -1.23120 4.58537 0.74078 0.076 0.149 -0.008 0.0915
H -2.09855 2.71424 8.51651 -0.021 0.082 0.048 0.3004
H 6.59828 -2.49038 -3.33058 0.517 -0.314 0.178 0.3937
H 1.92210 -0.84336 -5.37789 -0.253 0.144 -0.259 0.4551
H -2.83214 1.59704 -1.48619 0.011 0.384 0.167 -0.6308
O -4.94081 5.11849 -1.55983 -0.025 0.025 0.026 -0.5371
C 5.69730 0.62869 -1.36343 0.409 0.084 0.317 0.1354
H 6.73868 -1.55521 -0.06747 -0.308 -0.068 -0.184 0.2566
O -2.89283 0.67636 4.98270 0.561 0.469 -0.737 0.0839
H 4.44766 -2.36378 -5.00967 0.422 -0.423 -0.414 0.4107
O -4.72678 3.66568 -3.29593 0.085 0.581 -0.236 -0.4056
O -6.46945 4.89714 -3.19939 -0.598 -0.123 -0.168 -0.3645
C -0.21427 -0.81999 -4.68262 0.575 0.993 0.748 0.0173
H -3.59355 -5.30333 -3.54842 0.165 0.032 0.108 0.3314
H -3.40692 2.73503 9.68468 -0.132 -0.107 -0.001 0.3805
O -3.57384 2.14155 6.36336 0.415 0.279 -0.576 -0.1872
O -4.06610 -0.04059 6.76624 -0.249 -0.115 0.012 -0.5973
C -0.32295 -3.65716 5.64803 -0.761 -0.393 0.061 -0.6266
O 4.92738 -4.33054 -4.38989 -0.491 -0.059 -0.792 -0.5264
H -3.36550 3.55701 4.17937 -0.179 -0.110 -0.142 0.4126
C 4.57592 -2.53371 -2.90950 -0.677 0.157 0.464 1.8930
C -6.40636 -2.95552 -0.99409 -0.482 -0.072 0.227 0.8219
O -7.60171 -2.59681 -1.46548 0.244 0.591 -0.156 -0.3709
H 1.36536 -4.35805 2.59432 -0.152 0.196 -0.064 0.0239
H 2.29048 0.15579 0.35260 0.276 -0.181 0.060 -0.7422
O 4.58863 1.09656 -1.93165 -0.444 -0.098 0.029 0.2768
H 2.01289 -5.38136 -3.55109 -0.348 0.044 -0.138 0.3943
H 4.61653 -1.44272 -2.93431 -0.125 -0.011 -0.094 -0.7411
C 5.96790 -3.11521 -2.69263 -0.315 0.246 -0.471 -0.4309
H 5.24633 4.39677 -1.44782 -0.212 -0.176 0.028 -0.2916
C -3.08049 2.28989 8.74531 0.661 0.479 -0.290 -1.1548
C 6.21240 -0.77889 0.48796 0.791 0.744 1.189 -0.4705
C -3.43871 3.20425 -2.84406 0.195 0.239 0.113 0.1125
C -4.66162 -2.09558 0.32221 0.697 -0.452 -0.039 -0.1338
C -4.27457 3.62917 1.46714 -0.962 0.832 -0.935 -0.1134
O 5.28002 -0.06115 -0.30187 -0.455 -0.233 -0.251 0.0453
C -0.19959 5.12674 -1.09286 -0.493 -0.032 -0.092 -0.9506
C 3.18641 4.27233 0.41281 -0.584 -0.643 0.285 0.9235
H -2.20695 -0.49561 3.49348 -0.303 0.107 -0.249 -0.8528
C -3.69906 1.93641 -2.05758 0.804 -0.079 -0.352 -0.1315
H 6.76925 -4.88531 -3.69838 -0.015 0.026 -0.038 0.3515
H 2.70200 3.69492 -0.37933 -0.032 0.214 -0.091 -0.7572
C 1.52769 1.99148 2.73052 0.399 -0.175 0.240 1.0902
C -3.52725 -4.21492 -3.60740 -0.344 -0.810 0.013 -0.5635
C -4.02848 -0.75487 0.61591 -0.081 0.351 -0.046 0.1665
H -7.98447 -3.49383 -3.30565 0.034 -0.012 0.039 0.2625
H 3.63750 2.02771 -3.42279 0.002 -0.052 0.010 -0.3072
H -4.53502 2.15704 -1.39994 -0.066 -0.490 0.107 0.3169
C 1.00817 -3.82203 -2.44916 0.577 -0.108 -0.838 3.5029
H 2.42568 4.55328 1.14384 -0.056 -0.179 -0.049 0.1879
C -3.31356 2.69421 2.16672 -0.904 -0.527 0.508 1.4506
O -1.71516 -5.29030 2.02876 0.082 -0.928 -0.081 -0.4395
C -0.19189 -1.21329 0.38612 0.504 0.958 0.141 0.4327
H -2.56459 -4.88835 0.16118 -0.143 -0.057 0.200 0.5854
H 0.40400 5.99261 -0.80154 -0.058 -0.209 0.458 0.5348
H 0.84783 0.29930 4.99004 -0.395 0.141 0.031 0.3917
C 2.03808 -4.12377 1.76875 0.170 -0.611 0.094 0.7782
H -1.08244 5.55783 -1.57593 -0.021 -0.297 -0.050 0.4413
H 1.53978 3.04128 3.03421 -0.555 -0.029 0.096 0.5982
C -1.22647 -4.33279 -3.03708 -0.546 0.144 0.055 0.7282
C 2.14474 -0.18636 3.40116 1.420 -0.014 0.588 0.7597
H 3.93372 6.23411 0.68952 0.306 0.291 -0.305 0.3244
C -3.66087 5.04474 1.61694 0.135 -1.235 1.340 -0.4058
O -5.84304 -1.89195 -0.45227 -0.242 0.812 0.018 -0.3866
H 4.76907 -5.72784 0.80978 -0.373 -0.245 0.286 0.3689
H -1.33951 0.51165 -0.30853 -0.023 -0.079 -0.029 -0.8823
C -8.29006 -3.54489 -2.26292 -0.687 -0.661 0.638 -0.6747
C 2.66984 1.24985 3.37126 0.753 -0.011 -0.913 -0.8422
C -3.57533 0.82792 6.09669 0.003 0.344 0.758 0.4922
H 2.78310 -4.93723 -2.07443 -0.467 -0.219 0.069 0.4262
H -0.98687 -5.70743 0.16688 -0.458 -0.453 0.226 0.3576
C -4.03253 2.63349 7.61454 -0.900 -1.007 0.749 -0.2922
O -1.67611 -4.99188 4.14623 -0.233 -0.435 -0.405 -0.4455
C 4.30082 3.42399 1.05109 -0.998 0.732 0.124 0.6527
H 6.03800 5.64254 -0.49174 0.126 -0.144 0.057 0.4096
H 3.58342 1.33815 2.78233 0.057 0.075 0.101 0.0719
H 2.83429 -0.75207 4.03593 -0.541 -0.245 0.328 0.7020
C -1.72812 -4.19542 5.32082 0.687 1.093 0.342 -0.1119
H 5.41335 -5.26884 -2.64054 0.022 0.224 0.331 0.2245
H -2.44289 -3.37681 5.22808 -0.090 -0.198 -0.232 0.0970
O 0.46068 5.99529 -3.62029 -0.290 0.860 -0.139 -0.6005
H 1.55682 -6.03990 0.81469 0.177 -0.103 0.014 0.4641
H 1.04719 -4.60185 -0.08991 0.322 -0.321 0.092 -1.8211
H -7.72633 5.36875 -1.55235 0.787 -0.042 0.244 0.3020
C 0.02935 1.41249 -5.30408 -0.178 0.618 1.123 -0.7614
H -2.91703 1.22100 8.86779 -0.375 -0.050 -0.008 0.2992
O 1.17298 -1.55454 0.06352 -0.240 -0.138 -0.619 0.2491
C 0.73827 0.49287 -1.04651 -0.831 -1.477 0.215 1.3412
H -3.99761 -0.66068 3.92905 0.193 -0.206 -0.441 0.4464
O 3.07338 -4.92832 -0.12397 0.347 -0.443 -0.001 -0.3190
O -5.95792 -4.06631 -1.01222 0.429 -0.514 -0.144 -0.5930
C 4.17090 -3.13208 -4.27679 0.667 1.049 0.831 -0.4030
C 2.63625 4.73341 -4.81944 -0.554 0.004 -0.921 -1.0233
H -4.49293 3.34030 0.43895 0.278 0.190 -0.081 -0.3326
H 2.85676 1.67137 4.36013 0.039 -0.413 0.166 0.3540
O -0.89402 0.43181 -4.86870 -0.474 -0.319 -0.442 -0.4394
H -2.83098 3.06973 -3.73841 -0.213 -0.302 -0.081 0.1969
O -0.08829 -3.78674 -3.39942 0.412 0.436 0.035 -0.4934
H 2.15892 -0.71639 2.44647 -0.163 0.423 -0.255 -0.7009
C 1.28095 -0.43191 -4.59624 0.257 -1.143 0.405 0.3297
H 0.25051 -4.56178 5.84876 0.561 0.365 0.026 0.3258
C -7.38110 5.73947 -2.51771 -1.272 0.346 -0.318 -0.6822
H -4.39719 5.74647 2.00939 -0.115 0.132 -0.442 0.4093
H -0.33970 -2.99664 6.51554 -0.073 -0.244 0.191 0.4043
```
Forces are in eV/Å.

Its charge is 0. The energy above the lowest of the compared OMol25 structures with the same formula, charge and spin is 138.5 kcal/mol. The energy is -117215.919 eV. The value obtained for the LUMO energy is 0.51 eV. As for the orbital gap: 9.7 eV.